# 1
88
Properties=species:S:1:pos:R:3 method="wB97M-V/def2-TZVPD" total_charge=0 molar_mass_g_mol=480.7 lumo_energy_ev=0.6 homo_ha=-0.3099 e_tot_ev=-43984.8855 smiles=COC[C@H](C)N.COC[C@H](C)N.COC[C@H](C)N.COC[C@H](C)N.OCCO.OCCO
O 1.03 -0.01 -7.25
O -3.56 -1.93 0.28
O 2.31 -0.36 3.83
O -1.61 3.18 2.17
O 1.14 2.63 5.58
O 0.12 0.79 -1.01
O 2.44 -3.46 -0.25
O 1.16 0.52 1.38
N -1.70 6.35 1.55
N -0.49 -0.41 -3.97
N -0.30 -2.61 -1.35
N 2.60 -3.64 3.39
C -0.15 -2.12 -5.72
C -2.28 4.23 2.84
C -1.88 6.47 3.93
C 0.89 0.80 -8.40
C 0.46 -3.69 2.25
C -1.72 -2.31 -1.24
C -1.99 3.02 0.82
C 1.97 -3.93 2.08
C 3.18 -2.70 -1.17
C -2.24 -2.45 0.18
C -4.04 -1.99 1.62
C 0.23 0.31 -6.13
C 1.28 1.55 -0.73
C 0.32 -0.82 -5.11
C -2.46 -3.16 -2.25
C 1.95 0.39 4.97
C -1.50 5.56 2.77
C 2.09 1.13 0.49
C 1.31 1.69 4.53
C 2.59 -2.98 1.05
H -0.23 -2.93 -4.99
H -1.63 -1.78 0.80
H 0.06 -3.54 -1.23
H -1.64 5.99 4.89
H 3.61 -2.74 1.38
H -2.13 -3.48 0.55
H -3.07 2.86 0.70
H 0.21 -2.63 2.26
H 0.89 2.54 -0.45
H -0.83 0.43 -6.38
H 1.26 1.81 -8.14
H 2.92 0.44 0.25
H 4.25 -2.83 -1.01
H -1.79 -1.27 -1.58
H 1.53 0.51 2.27
H 0.37 1.59 3.98
H -3.32 4.37 2.54
H 3.44 -4.17 3.57
H -1.33 7.40 3.91
H 0.06 -4.16 3.15
H 0.23 -2.00 -0.74
H 2.19 -1.95 1.16
H -2.31 -4.23 -2.10
H 2.98 -2.97 -2.21
H 2.54 2.01 0.96
H -1.72 3.92 0.26
H -0.44 5.36 2.92
H -2.62 6.41 1.16
H -4.40 -3.01 1.79
H -3.53 -2.98 -2.13
H -1.49 2.15 0.43
H -4.87 -1.29 1.69
H 1.83 1.67 -1.66
H 2.48 -1.29 4.04
H 0.59 1.26 -5.71
H -0.11 0.79 -8.82
H 1.25 -0.07 5.68
H -1.13 -2.09 -6.21
H -0.05 -4.17 1.41
H 1.92 -4.03 4.04
H -0.28 0.69 -0.14
H -1.07 6.03 0.81
H 0.52 -2.40 -6.54
H -3.26 -1.85 2.38
H -0.17 0.49 -3.66
H -2.11 -2.88 -3.25
H 2.94 -1.63 -1.16
H -2.96 6.60 4.05
H 2.12 -4.95 1.71
H 1.95 2.20 3.78
H 1.36 -0.97 -4.79
H 2.01 2.80 5.97
H 2.83 0.56 5.60
H 1.70 0.44 -9.04
H -2.23 3.94 3.90
H -0.48 -1.06 -3.20

=====

# 2
88
Properties=species:S:1:pos:R:3 method="wB97M-V/def2-TZVPD" total_charge=0 molar_mass_g_mol=480.7 lumo_energy_ev=0.4 homo_ha=-0.3574 e_tot_ev=-43989.9184 smiles="NC(N)=O.NC(N)=O.CC(C)O.CC(C)O.CC(C)O.CC(C)O.CC(C)O.CC(C)O"
O 0.42 -2.29 2.38
O -1.63 4.00 2.41
O 0.62 1.11 -1.30
O -1.74 -3.45 1.27
O 2.27 3.48 -0.75
O 4.53 0.45 0.41
O -2.98 -0.57 -2.48
O -0.48 0.10 -3.76
N 1.66 -0.26 0.34
N -0.66 -0.15 0.11
N 5.19 2.24 -0.66
N 3.91 2.46 1.35
C 0.37 0.07 -4.84
C -0.47 -5.27 0.55
C -3.00 -1.96 -2.11
C 0.63 -2.44 3.77
C -3.94 -2.24 -0.94
C 1.86 0.07 -4.40
C -3.19 -2.80 -3.33
C 1.24 -1.11 4.19
C 1.65 5.78 -0.23
C 0.55 0.30 -0.33
C -1.24 2.60 2.52
C -2.51 -5.57 2.08
C 4.50 1.66 0.37
C 0.07 1.19 -5.82
C 0.30 2.43 2.30
C 1.30 4.54 -1.06
C 1.33 4.88 -2.58
C -0.71 -2.69 4.61
C -1.60 2.16 3.91
C -1.84 -4.84 0.89
H 1.35 -3.30 3.89
H -2.54 -4.87 -0.01
H -2.94 -6.47 1.64
H 0.87 2.76 3.14
H -1.82 2.11 1.72
H 2.59 -0.14 -0.10
H -1.03 -3.78 4.50
H 0.25 2.16 -5.28
H 5.10 3.20 -0.95
H 2.51 -0.08 -5.26
H -1.54 1.05 3.93
H 0.19 -5.03 1.39
H -0.31 -2.86 1.99
H -0.86 4.41 2.83
H 2.28 5.47 -2.83
H 0.32 4.15 -0.76
H -2.04 -2.26 -1.76
H 2.10 -0.78 -3.82
H 1.50 -1.01 0.95
H 0.85 6.50 -0.24
H -1.54 0.01 -0.40
H 0.00 0.51 -3.04
H -1.02 1.18 -6.05
H -4.00 -2.42 -3.88
H 0.58 -0.30 3.98
H 2.09 -0.85 3.55
H -2.26 -0.35 -3.12
H 2.16 1.01 -3.90
H 3.28 1.91 1.92
H -3.83 -1.49 -0.14
H -3.26 -4.85 2.43
H 5.27 1.73 -1.52
H -0.70 -0.91 0.73
H 3.53 3.29 0.95
H -0.57 -6.32 0.37
H -5.03 -2.32 -1.23
H -1.36 -1.86 4.27
H -2.30 -2.72 -3.96
H 0.46 5.57 -2.82
H -1.01 2.67 4.68
H 0.61 1.24 -6.75
H 1.36 -1.04 5.25
H -0.19 -4.75 -0.38
H 0.26 -0.86 -5.41
H -1.81 -5.70 2.86
H 2.58 6.25 -0.63
H -0.42 -2.41 5.64
H 1.17 3.99 -3.18
H 0.55 1.44 2.19
H -2.50 -3.15 1.85
H 1.78 5.48 0.78
H -2.67 2.36 4.15
H -3.30 -3.82 -3.00
H 1.83 2.61 -0.84
H 0.68 2.90 1.41
H -3.65 -3.19 -0.59

=====

# 3
88
Properties=species:S:1:pos:R:3 method="wB97M-V/def2-TZVPD" total_charge=0 molar_mass_g_mol=488.7 lumo_energy_ev=0.5 homo_ha=-0.3425 e_tot_ev=-46214.0555 smiles=CC(C)O.CC(C)O.CC(C)O.CC(C)O.OCCO.OCCO.OCCO.OCCO
O -0.15 -2.42 3.46
O 4.11 3.32 -1.30
O 0.05 0.23 -1.16
O -2.42 -4.12 4.17
O -1.40 3.77 -2.64
O 0.72 0.73 -3.77
O 0.10 4.30 1.13
O 1.81 3.25 -2.94
O 0.54 -0.80 1.23
O -3.97 -3.75 -0.46
O 1.73 -5.03 3.35
O -0.58 -5.60 2.21
C 2.79 2.29 0.33
C -0.34 4.41 -3.34
C -0.48 3.73 2.29
C 3.83 3.34 0.05
C 0.64 3.68 3.34
C -1.83 -5.03 2.05
C 2.74 0.33 -5.15
C 3.34 4.69 0.53
C 0.40 -1.18 -1.12
C -4.28 -2.55 0.26
C 0.60 -1.03 -5.34
C 1.10 -2.78 4.07
C -4.24 -1.44 -0.79
C -5.57 -2.84 1.04
C 1.22 0.38 -5.05
C 1.02 4.36 -2.61
C 0.04 -1.70 0.17
C -2.56 -5.21 3.34
C 2.00 -3.61 3.26
C -0.90 2.28 1.93
H -3.47 -2.28 0.95
H 3.23 -0.41 -4.52
H 4.37 4.15 -1.70
H 0.63 1.04 -5.69
H 3.04 -3.57 3.59
H 0.89 4.34 -1.53
H 0.24 -2.77 0.26
H -0.48 -0.90 -5.29
H 0.85 -1.34 -6.35
H 1.71 5.15 -2.91
H -0.74 5.42 -3.46
H -4.03 -3.50 -1.38
H -5.13 -1.58 -1.41
H 0.92 -3.18 5.07
H 2.39 4.94 0.07
H 1.33 2.85 3.27
H -2.42 -5.49 1.26
H -0.12 5.22 1.25
H 1.19 1.54 -3.57
H -4.23 -0.44 -0.36
H 0.95 -1.73 -4.58
H -0.13 1.96 1.23
H 1.70 -1.96 4.47
H -0.33 4.01 -4.36
H -5.91 -1.99 1.62
H -6.38 -3.14 0.37
H -0.06 -1.72 2.81
H -3.34 -1.50 -1.40
H -0.99 1.73 2.86
H -3.60 -5.49 3.16
H 0.64 0.01 0.72
H -5.47 -3.63 1.78
H 0.10 3.62 4.29
H -1.48 -3.90 4.11
H 2.00 -3.41 2.19
H -0.07 -1.86 -1.83
H -0.46 -6.16 1.44
H 1.47 -1.37 -1.22
H 1.82 2.39 -0.15
H -1.63 -3.98 1.82
H 2.50 3.18 -2.28
H 4.03 5.49 0.25
H 0.00 0.40 -2.11
H 3.12 1.37 -0.15
H 4.75 3.15 0.60
H -1.29 4.32 2.71
H -2.37 -6.14 3.87
H 0.87 -5.23 2.97
H 2.91 -0.13 -6.12
H -1.88 2.24 1.46
H -1.16 2.94 -2.24
H 1.20 4.60 3.48
H 3.39 4.79 1.61
H 2.71 2.22 1.41
H -1.05 -1.57 0.19
H 3.18 1.32 -5.05

=====

What are the orbital gap values for these records? In order: 8.99, 10.09, 9.79 eV.